# 1
{
  "formula": "C2H3NOS",
  "method": "ωB97M-V with the def2-TZVPD basis set",
  "homo_energy_ev": [-9.43, -9.19],
  "relative_energy_ev": 6.034,
  "gap_ev": [8.31, 7.80],
  "species": ["C", "C", "N", "O", "S", "H", "H", "H"],
  "coordinates": [[0.970, -0.361, -0.214], [-1.394, 0.220, 0.160], [-2.512, 0.721, -0.077], [3.538, -0.605, 0.045], [2.407, 0.363, 0.209], [0.992, -1.451, -0.328], [-1.367, -0.403, 1.029], [-2.634, 1.517, -0.825]],
  "forces_ev_per_angstrom": [[0.36, 1.30, 0.90], [-1.12, 0.05, 0.52], [2.12, 2.03, -2.22], [-0.82, 0.87, 0.39], [-1.29, -1.70, -1.12], [-0.27, 0.27, -0.29], [0.65, -0.75, 0.33], [0.36, -2.07, 1.49]],
  "nbo_charge": [-0.586, 0.257, -0.597, -0.897, 1.062, 0.195, 0.173, 0.393]
}

# 2
{
  "formula": "C9H19ClP",
  "method": "ωB97M-V with the def2-TZVPD basis set",
  "charge": 1,
  "homo_energy_ev": -13.93,
  "gap_ev": 9.67,
  "species": ["C", "C", "P", "Cl", "C", "C", "C", "C", "C", "C", "C", "H", "H", "H", "H", "H", "H", "H", "H", "H", "H", "H", "H", "H", "H", "H", "H", "H", "H", "H"],
  "coordinates": [[-1.421, 1.767, 2.077], [-1.680, 2.565, 1.033], [-0.514, 2.915, -0.243], [1.352, 2.817, 0.409], [-0.773, 1.879, -1.688], [-1.284, 0.450, -1.427], [-0.406, -0.341, -0.439], [-0.180, -1.780, -0.908], [0.445, -2.700, 0.162], [1.395, -2.002, 1.137], [2.674, -1.481, 0.467], [-0.455, 1.725, 2.571], [-2.201, 1.126, 2.474], [-2.641, 3.066, 0.926], [-0.684, 4.241, -0.654], [-1.421, 2.427, -2.377], [0.204, 1.809, -2.178], [-1.272, -0.054, -2.394], [-2.316, 0.499, -1.077], [0.565, 0.147, -0.323], [-0.906, -0.391, 0.529], [0.386, -1.803, -1.842], [-1.168, -2.184, -1.150], [-0.364, -3.158, 0.732], [1.016, -3.483, -0.340], [1.695, -2.746, 1.879], [0.900, -1.214, 1.708], [3.137, -0.695, 1.066], [2.504, -1.121, -0.549], [3.413, -2.281, 0.417]],
  "forces_ev_per_angstrom": [[-0.09, -0.01, -0.11], [0.22, 0.32, 0.42], [0.03, 0.77, 0.31], [-0.07, -0.10, 0.02], [0.21, -0.48, -0.26], [0.25, 0.19, 0.28], [-0.14, -0.24, -0.37], [-0.35, -0.18, 0.18], [0.10, 0.51, 0.03], [0.35, -0.27, -0.04], [0.03, -0.15, 0.31], [0.31, -0.73, -0.71], [-0.26, 0.80, 0.70], [-0.36, -0.89, -0.65], [0.07, -0.03, -0.03], [-0.08, 0.11, 0.15], [0.04, 0.19, 0.04], [-0.16, 0.06, -0.04], [-0.04, -0.12, -0.09], [-0.03, 0.02, 0.19], [0.17, 0.16, 0.10], [0.11, 0.16, 0.05], [0.07, -0.07, -0.15], [0.06, -0.15, -0.02], [-0.20, -0.18, 0.04], [-0.06, 0.07, 0.09], [-0.11, 0.04, -0.14], [-0.03, 0.11, -0.11], [0.01, 0.11, 0.03], [-0.03, -0.02, -0.20]],
  "nbo_charge": [-0.203, -0.649, 1.285, -0.124, -0.748, -0.398, -0.423, -0.397, -0.398, -0.401, -0.621, 0.227, 0.236, 0.284, 0.030, 0.281, 0.278, 0.241, 0.221, 0.198, 0.207, 0.206, 0.211, 0.210, 0.218, 0.220, 0.180, 0.210, 0.193, 0.223]
}

# 3
{
  "formula": "C2H6ClNO2S2",
  "method": "ωB97M-V with the def2-TZVPD basis set",
  "homo_energy_ev": -9.67,
  "relative_energy_ev": 1.961,
  "gap_ev": 9.59,
  "species": ["C", "C", "N", "O", "O", "S", "S", "Cl", "H", "H", "H", "H", "H", "H"],
  "coordinates": [[-1.198, -1.387, 0.179], [-1.476, 1.183, -0.287], [0.734, 0.348, 0.976], [2.426, 0.976, -1.206], [3.569, 1.010, 0.943], [-0.079, -0.056, -0.309], [2.580, 0.447, 0.111], [2.915, -1.468, -0.159], [-1.666, -1.876, -0.685], [-2.117, -1.141, 0.799], [-0.613, -2.267, 0.619], [-1.036, 2.103, -0.451], [-1.993, 1.060, 0.566], [-2.046, 1.068, -1.094]],
  "forces_ev_per_angstrom": [[-0.62, -2.46, 0.67], [3.96, -1.06, -0.55], [4.25, 0.36, -0.67], [-0.20, 0.19, -0.31], [0.25, -0.02, 1.07], [-2.94, 0.39, -0.12], [-3.51, 1.20, 0.64], [0.50, -1.63, 0.03], [0.34, 0.49, -0.43], [1.62, 0.18, -0.23], [-0.61, 1.55, -0.20], [1.08, 2.04, 0.37], [-1.54, -0.15, 3.07], [-2.58, -1.08, -3.34]],
  "nbo_charge": [-0.846, -0.719, -0.981, -0.919, -0.869, 1.052, 2.074, -0.195, 0.242, 0.238, 0.258, 0.234, 0.216, 0.215]
}

# 4
{
  "formula": "C37H87N3O13",
  "method": "ωB97M-V with the def2-TZVPD basis set",
  "homo_energy_ev": -8.20,
  "relative_energy_ev": 6.087,
  "smiles": "CC1(C)CCCC(C)(C)N1O.CC1(C)CCCC(C)(C)N1O.CC1(C)CCCC(C)(C)N1O.OCCO.OCCO.OCCO.OCCO.OCCO",
  "gap_ev": 8.57,
  "species": ["C", "C", "C", "C", "C", "C", "C", "C", "C", "N", "O", "H", "H", "H", "H", "H", "H", "H", "H", "H", "H", "H", "H", "H", "H", "H", "H", "H", "H", "H", "C", "C", "C", "C", "C", "C", "C", "C", "C", "N", "O", "H", "H", "H", "H", "H", "H", "H", "H", "H", "H", "H", "H", "H", "H", "H", "H", "H", "H", "H", "C", "C", "C", "C", "C", "C", "C", "C", "C", "N", "O", "H", "H", "H", "H", "H", "H", "H", "H", "H", "H", "H", "H", "H", "H", "H", "H", "H", "H", "H", "O", "C", "C", "O", "H", "H", "H", "H", "H", "H", "O", "C", "C", "O", "H", "H", "H", "H", "H", "H", "O", "C", "C", "O", "H", "H", "H", "H", "H", "H", "O", "C", "C", "O", "H", "H", "H", "H", "H", "H", "O", "C", "C", "O", "H", "H", "H", "H", "H", "H"],
  "coordinates": [[-3.937, 1.136, 1.250], [-4.942, 2.300, 1.437], [-4.495, 3.384, 0.389], [-6.455, 1.909, 1.023], [-7.335, 1.457, 2.227], [-7.228, 2.301, 3.486], [-5.714, 2.638, 3.859], [-5.611, 3.769, 5.028], [-5.217, 1.372, 4.659], [-4.897, 3.055, 2.731], [-3.587, 3.412, 3.087], [-3.871, 0.887, 0.191], [-2.928, 1.372, 1.588], [-4.315, 0.292, 1.826], [-5.011, 4.343, 0.425], [-3.523, 3.872, 0.462], [-4.676, 3.015, -0.620], [-6.969, 2.706, 0.486], [-6.509, 1.085, 0.312], [-8.380, 1.334, 1.943], [-7.006, 0.446, 2.471], [-7.630, 1.609, 4.226], [-7.881, 3.161, 3.635], [-6.252, 3.576, 5.888], [-5.968, 4.728, 4.654], [-4.649, 3.719, 5.538], [-5.947, 1.110, 5.424], [-4.297, 1.558, 5.213], [-4.967, 0.630, 3.900], [-3.821, 4.296, 3.377], [4.013, -3.745, -3.645], [3.385, -4.901, -2.984], [2.030, -5.054, -3.635], [4.129, -6.247, -3.250], [5.395, -6.321, -2.423], [5.093, -6.264, -0.897], [4.268, -5.053, -0.438], [3.702, -5.426, 0.885], [5.160, -3.773, -0.324], [3.193, -4.814, -1.433], [2.176, -3.996, -1.074], [3.241, -3.003, -3.846], [4.795, -3.259, -3.062], [4.447, -4.175, -4.547], [1.513, -5.936, -3.258], [1.391, -4.212, -3.370], [2.086, -5.081, -4.723], [3.483, -7.117, -3.136], [4.319, -6.202, -4.322], [5.878, -7.240, -2.756], [6.245, -5.660, -2.594], [5.954, -6.260, -0.230], [4.617, -7.178, -0.541], [3.089, -6.327, 0.858], [3.048, -4.604, 1.177], [4.555, -5.620, 1.535], [5.192, -3.411, 0.704], [4.873, -2.963, -0.994], [6.153, -4.061, -0.669], [2.522, -3.140, -1.340], [3.160, 4.956, 0.807], [1.700, 4.593, 0.895], [1.158, 4.395, -0.583], [1.572, 3.173, 1.552], [1.713, 3.197, 3.146], [0.822, 4.246, 3.819], [0.820, 5.668, 3.186], [-0.494, 6.367, 3.692], [2.018, 6.390, 3.695], [0.810, 5.583, 1.601], [0.889, 6.827, 1.041], [3.720, 4.166, 0.306], [3.397, 5.868, 0.257], [3.563, 5.209, 1.788], [0.074, 4.292, -0.556], [1.288, 5.324, -1.138], [1.695, 3.629, -1.142], [0.608, 2.689, 1.394], [2.334, 2.575, 1.053], [1.600, 2.188, 3.542], [2.752, 3.489, 3.303], [1.193, 4.285, 4.844], [-0.241, 4.009, 3.853], [-0.776, 6.112, 4.714], [-1.329, 6.025, 3.080], [-0.324, 7.426, 3.502], [2.574, 7.000, 2.984], [2.789, 5.769, 4.150], [1.629, 7.005, 4.506], [0.052, 6.804, 0.572], [-1.265, 0.663, -1.964], [-0.513, 0.543, -0.737], [0.679, -0.460, -0.929], [0.120, -1.822, -1.184], [-1.406, -0.216, -2.324], [-0.183, 1.533, -0.424], [-1.307, 0.159, -0.096], [1.197, -0.386, 0.027], [1.468, -0.147, -1.613], [-0.280, -2.148, -0.374], [-0.503, -1.167, 1.928], [-0.194, -1.976, 3.077], [1.222, -2.605, 2.821], [1.146, -3.991, 2.999], [-1.415, -0.873, 1.980], [-0.383, -1.510, 4.044], [-0.909, -2.799, 3.075], [1.851, -2.224, 3.625], [1.775, -2.341, 1.920], [0.885, -4.396, 2.169], [0.781, -0.242, -6.646], [0.807, -1.570, -6.011], [-0.131, -1.661, -4.808], [-1.465, -1.315, -5.351], [0.944, 0.468, -6.020], [0.645, -2.381, -6.722], [1.824, -1.769, -5.672], [0.060, -1.022, -3.945], [-0.012, -2.734, -4.658], [-1.305, -0.571, -5.936], [-0.093, -4.396, 0.422], [-0.544, -5.604, -0.190], [0.470, -6.824, -0.096], [-0.037, -8.021, -0.639], [0.490, -3.990, -0.222], [-1.472, -5.849, 0.327], [-0.890, -5.466, -1.215], [0.814, -6.898, 0.935], [1.401, -6.761, -0.659], [-0.185, -8.531, 0.161], [-0.231, 1.772, -4.507], [-0.147, 3.155, -4.322], [0.425, 3.880, -5.572], [-0.696, 4.207, -6.509], [-0.949, 1.465, -3.949], [-1.094, 3.537, -3.942], [0.527, 3.142, -3.465], [1.122, 3.166, -6.010], [0.944, 4.801, -5.308], [-0.684, 3.484, -7.140]],
  "forces_ev_per_angstrom": [[-0.84, -0.03, 0.73], [0.22, 2.06, -1.45], [-0.49, 0.66, -0.40], [0.08, 0.01, 1.31], [0.70, 0.31, -0.80], [1.11, 0.03, 0.49], [-0.30, -0.43, 3.52], [-0.98, -0.96, -1.04], [0.69, 0.68, -0.95], [-2.45, -1.21, -1.06], [-0.17, -0.13, 0.29], [-0.16, -0.12, 0.04], [-0.10, 0.29, 0.16], [0.22, -0.39, -0.15], [-1.23, -0.31, 0.42], [0.80, -1.27, 0.22], [0.36, -0.13, -0.09], [0.39, 0.51, 0.28], [0.71, -0.13, -0.06], [-0.03, 0.17, -0.22], [0.09, -0.10, 0.24], [0.36, 0.20, 0.56], [0.13, 0.36, -0.93], [-0.60, -0.54, -0.30], [0.63, 0.31, -0.03], [0.37, 0.58, -0.72], [-0.10, -0.43, -0.43], [0.20, 0.21, -0.22], [-0.39, -0.67, 0.47], [0.90, 0.44, 0.13], [1.04, 0.94, 0.05], [-1.04, -2.43, 2.52], [-1.14, 0.03, 0.67], [0.19, 2.14, -0.17], [0.80, -1.09, 0.95], [0.02, -0.44, -0.41], [-0.10, 0.80, -2.12], [-0.71, 0.29, 0.33], [0.26, -0.66, -0.06], [0.84, -3.62, -2.37], [-0.01, 1.46, 0.29], [0.21, 0.19, -0.36], [0.17, -0.13, -0.13], [0.00, 0.75, -0.35], [0.03, -0.16, -0.15], [-0.04, 0.13, -0.07], [0.24, -0.14, 0.00], [-0.01, 0.12, 0.60], [0.44, -0.23, -0.12], [0.01, -0.59, 0.71], [-0.61, 0.98, -0.62], [0.63, 0.18, -0.50], [-0.59, -0.09, -0.46], [0.10, 0.00, -0.21], [0.25, -0.07, 0.77], [-0.27, 0.33, 0.46], [0.19, 0.10, -0.07], [-0.37, 0.01, 0.20], [0.28, 0.26, 0.31], [-0.65, 1.06, 0.27], [0.72, 0.91, 0.32], [-1.30, -0.85, -0.58], [-0.01, 1.47, 0.99], [-0.48, 0.86, 1.79], [0.62, 0.65, -2.21], [-0.40, -0.25, -0.90], [-0.14, -1.40, -1.35], [0.78, -0.24, -1.72], [1.06, 1.09, 0.82], [-0.29, -3.39, 2.67], [-0.01, 1.18, -0.57], [0.10, -0.11, 0.29], [-0.57, 0.10, -0.37], [0.22, -0.62, 0.18], [0.00, -0.70, 0.01], [0.32, 0.15, -0.06], [-0.21, -0.24, 0.26], [-0.21, 0.33, -0.53], [0.06, -0.25, 0.34], [-0.21, 0.10, 0.09], [0.18, -0.03, 0.40], [-0.31, 0.48, 0.17], [0.04, -0.85, -0.03], [0.58, 0.26, 0.15], [-0.02, 0.02, -0.20], [-0.49, 0.15, 0.44], [-0.50, 0.29, -0.14], [-0.13, -0.42, -0.07], [0.53, 0.42, 0.09], [-0.01, 0.82, -0.30], [0.34, 0.94, -0.49], [-0.15, -1.22, -1.86], [-1.83, -0.17, 1.93], [1.42, 1.92, -0.66], [-0.01, -0.36, 0.15], [-0.01, -0.06, -0.13], [0.84, -0.16, 0.95], [0.01, -0.69, 0.36], [-0.70, -0.34, -0.86], [-0.12, 0.28, 0.56], [0.17, 0.40, 0.32], [-0.09, -0.95, -1.84], [-0.58, 0.46, 1.88], [0.54, -0.45, 0.36], [-0.14, 0.07, 0.10], [0.69, 0.66, -0.07], [0.16, -0.39, -0.04], [0.25, -0.14, 0.13], [-0.74, 0.31, -0.49], [-0.36, -0.01, -0.42], [-0.32, -1.76, -0.56], [1.26, 2.21, 0.93], [-1.10, 0.10, -2.84], [0.84, -0.97, 1.34], [-0.08, -0.18, 0.62], [-0.70, 0.59, -0.34], [0.34, 0.11, 0.23], [0.48, -0.23, -0.08], [-0.93, -0.04, 1.05], [0.16, 0.25, -0.19], [-0.18, -0.55, -0.23], [0.06, -1.08, 0.18], [0.56, 1.58, -0.67], [-0.87, -0.44, 1.08], [0.63, 0.08, -0.15], [0.13, -0.42, 0.31], [0.47, 0.23, -0.28], [-0.36, -0.27, 0.33], [0.03, 1.41, -0.14], [-0.48, -0.70, -0.39], [-0.64, -1.25, -1.57], [1.01, 0.53, 0.80], [-2.17, -0.48, 0.37], [1.87, -0.49, 1.10], [0.02, -0.38, 0.25], [-0.09, 0.43, -0.50], [0.55, 1.42, 0.09], [0.09, 0.19, -0.32], [-0.20, -0.02, -0.05], [-0.24, -0.01, -0.16]],
  "lowdin_charge": [-0.038, -0.421, -0.064, -0.094, -0.188, -0.128, -0.432, -0.038, -0.044, -0.132, -0.013, 0.081, 0.072, 0.067, 0.074, 0.069, 0.079, 0.106, 0.109, 0.109, 0.103, 0.100, 0.110, 0.073, 0.076, 0.068, 0.080, 0.069, 0.063, 0.092, -0.035, -0.484, -0.045, -0.132, -0.161, -0.130, -0.512, -0.035, -0.003, -0.114, -0.036, 0.077, 0.077, 0.098, 0.089, 0.067, 0.098, 0.123, 0.113, 0.105, 0.109, 0.116, 0.113, 0.075, 0.075, 0.103, 0.080, 0.061, 0.076, 0.100, -0.047, -0.483, -0.044, -0.114, -0.146, -0.146, -0.446, -0.036, -0.060, -0.114, -0.018, 0.087, 0.084, 0.071, 0.078, 0.071, 0.075, 0.094, 0.105, 0.103, 0.094, 0.117, 0.104, 0.085, 0.071, 0.078, 0.084, 0.079, 0.083, 0.108, -0.098, -0.179, -0.160, -0.085, 0.070, 0.099, 0.091, 0.093, 0.117, 0.050, -0.096, -0.179, -0.231, -0.082, 0.071, 0.112, 0.110, 0.109, 0.113, 0.038, -0.089, -0.205, -0.191, -0.084, 0.049, 0.124, 0.098, 0.094, 0.103, 0.056, -0.092, -0.177, -0.243, -0.057, 0.033, 0.115, 0.119, 0.112, 0.095, 0.083, -0.094, -0.242, -0.155, -0.083, 0.059, 0.127, 0.101, 0.109, 0.110, 0.067]
}

no.,electronic energy (hartree)
1,-605.96564
2,-1155.58429
3,-1541.47219
4,-2603.95566